C35H63ClF9N12O24P2S | the ωB97M-V functional and the def2-TZVPD basis

Last column: Löwdin charge in e.
Atoms and positions in Å:
C1 1.37756 5.41525 0.26513  0.108
C2 1.19960 4.83845 1.61287  -0.134
N1 1.69562 3.51184 2.20205  -0.122
C3 2.71374 3.92204 3.25460  -0.141
F1 3.92940 3.01045 3.33994  -0.014
F2 2.26348 3.69480 4.68183  0.045
C4 3.40196 5.36521 3.24488  -0.072
F3 4.62901 5.22314 4.14547  0.018
F4 4.08449 5.80596 1.97021  -0.004
C5 2.71430 6.65989 3.93277  -0.138
F5 2.44779 7.64643 2.81820  0.019
F6 1.44771 6.49025 4.64243  0.067
F7 3.62960 7.41341 4.87110  0.054
C6 0.40810 2.88330 2.77429  -0.217
S1 -0.80363 3.80221 3.74699  0.932
O1 -1.96796 2.79494 4.14706  -0.286
O2 -1.58573 4.99627 3.15401  -0.285
F8 -0.38607 4.34739 5.35671  -0.228
C7 -0.49602 2.04852 1.65538  -0.177
C8 -1.57163 2.92161 0.79852  -0.130
O3 -2.96814 2.87826 1.30648  -0.178
C9 -3.81418 1.96759 0.53061  -0.136
C10 -4.16546 0.47919 1.20250  0.029
C11 -5.11728 -0.65878 0.50778  -0.179
C12 -5.46160 -2.13942 1.17094  -0.103
C13 -5.79676 -0.33325 -0.94849  -0.004
C14 -5.48459 1.14865 -1.65789  0.007
C15 -4.50813 2.30005 -0.93827  -0.050
C16 -4.26963 3.78433 -1.67124  -0.347
C17 -4.86327 4.94995 -0.62901  -0.110
C18 -5.20309 3.95322 -3.04780  -0.128
N2 0.27443 1.19681 0.70167  -0.212
C19 -0.43337 0.12157 0.01107  -0.150
C20 -0.08271 -1.31083 0.80325  -0.115
C21 0.98366 -2.25523 -0.01278  -0.097
F9 0.35002 -3.62406 -0.09444  -0.177
C22 1.19124 2.08943 -0.04261  -0.353
N3 2.02713 1.21905 -0.96719  0.014
C23 1.83746 1.46773 -2.28732  -0.252
C24 3.22833 1.47347 -3.22116  -0.058
C25 0.45222 1.69339 -3.12086  -0.042
C26 2.26175 2.56132 1.15478  -0.684
Cl1 2.65485 0.81332 1.77840  0.790
P1 3.82048 3.11451 0.22149  0.886
P2 5.35385 1.50017 0.18465  0.524
O4 4.87004 0.19065 -0.54590  -0.391
O5 6.65222 2.16567 -0.82959  -0.247
O6 6.07944 1.24248 1.75614  -0.242
H1 0.50254 5.36216 -0.51409  0.117
H2 2.38770 5.93594 -0.09499  0.117
H3 0.73770 5.67634 2.33115  0.167
H4 0.80427 2.00621 3.48679  0.187
H5 -1.14342 1.25496 2.27484  0.188
H6 -1.66079 2.58632 -0.34526  0.143
H7 -1.32017 4.08707 0.72602  0.133
H8 -3.66665 0.24876 2.25940  0.102
H9 -6.64779 -2.24412 1.11746  0.094
H10 -5.07673 -2.15045 2.27643  0.080
H11 -5.03473 -3.03907 0.51291  0.071
H12 -6.51394 -1.14398 -1.44857  0.070
H13 -6.01429 1.30924 -2.70342  0.085
H14 -3.13190 3.92619 -1.90451  0.112
H15 -4.68403 6.02930 -1.10622  0.089
H16 -6.02838 4.71878 -0.54295  0.103
H17 -4.38038 4.89999 0.43560  0.072
H18 -4.84427 3.27244 -3.92990  0.084
H19 -5.26749 5.09857 -3.30787  0.083
H20 -6.30312 3.64488 -2.70299  0.090
H21 -0.23019 -0.09190 -1.11299  0.112
H22 -1.61853 0.22176 0.11475  0.126
H23 -1.09698 -1.87984 1.01040  0.132
H24 0.30902 -0.97174 1.87811  0.066
H25 1.99107 -2.41324 0.59854  0.106
H26 1.22681 -1.88978 -1.09821  0.124
H27 0.75876 2.94518 -0.67784  0.125
H28 4.17054 1.83984 -2.62910  0.042
H29 3.08270 2.01186 -4.24964  0.053
H30 3.43558 0.32545 -3.47596  0.128
H31 -0.02626 2.70888 -2.73295  0.086
H32 0.70241 1.89318 -4.27102  0.103
H33 -0.29370 0.78939 -3.11147  0.097
H34 3.54561 3.36373 -1.20225  -0.015
H35 7.49986 2.24226 -0.29287  0.032
H36 6.62860 2.07114 1.94098  0.060
C27 2.62879 -5.36572 -1.84690  0.010
N4 2.91337 -4.47898 -3.00722  -0.419
O7 4.09976 -4.23156 -3.25297  0.049
O8 1.93784 -4.05628 -3.63860  0.036
H37 3.57449 -5.66078 -1.38737  0.096
H38 2.01753 -4.79919 -1.14140  0.075
H39 2.09368 -6.23979 -2.22355  0.081
C28 -10.18844 -2.19904 -2.91877  0.046
N5 -8.72962 -2.10928 -2.64051  -0.413
O9 -8.05672 -1.37894 -3.37736  0.041
O10 -8.30110 -2.77447 -1.69032  0.034
H40 -10.42407 -1.56609 -3.77693  0.102
H41 -10.41877 -3.24413 -3.13571  0.053
H42 -10.71582 -1.85268 -2.02764  0.110
C29 -10.92705 -7.00125 -2.10414  0.047
N6 -11.58220 -5.68089 -2.30683  -0.399
O11 -11.14704 -4.96701 -3.21796  0.019
O12 -12.51476 -5.39828 -1.54561  0.071
H43 -10.12818 -7.11595 -2.83982  0.099
H44 -10.52237 -7.01604 -1.09007  0.106
H45 -11.68916 -7.77145 -2.23905  0.104
C30 -2.57255 -5.47512 -1.35614  0.039
N7 -3.80742 -5.85438 -0.61796  -0.416
O13 -4.44884 -6.82080 -1.04664  0.058
O14 -4.09807 -5.17129 0.37092  0.025
H46 -2.44062 -6.15769 -2.19832  0.099
H47 -2.70080 -4.44931 -1.70768  0.106
H48 -1.73500 -5.55481 -0.66018  0.076
C31 0.15128 -7.95627 1.04409  0.053
N8 0.90839 -7.46460 -0.13858  -0.393
O15 0.25496 -7.16797 -1.14564  0.046
O16 2.13722 -7.39032 -0.02268  0.049
H49 -0.91335 -7.97010 0.80132  0.097
H50 0.50864 -8.96333 1.26868  0.106
H51 0.34956 -7.27081 1.87056  0.105
C32 2.57749 -2.56339 4.59521  0.058
N9 1.91526 -2.05658 3.36304  -0.373
O17 2.58858 -2.03624 2.32605  -0.025
O18 0.73826 -1.69345 3.47154  0.027
H52 3.60441 -2.84579 4.35380  0.080
H53 2.56226 -1.75808 5.33247  0.109
H54 2.01044 -3.42985 4.94151  0.112
C33 6.64541 -5.04964 3.92467  0.043
N10 5.59522 -5.10451 4.97716  -0.416
O19 4.41731 -5.04896 4.60489  0.026
O20 5.98287 -5.20175 6.14731  0.066
H55 6.16326 -4.96472 2.94851  0.098
H56 7.26722 -4.17468 4.12499  0.104
H57 7.22540 -5.97247 3.98943  0.105
C34 6.04541 2.70300 -6.73322  0.052
N11 4.99522 2.64812 -5.68073  -0.397
O21 3.81731 2.70367 -6.05300  0.039
O22 5.38287 2.55088 -4.51058  0.034
H58 5.56326 2.78792 -7.70939  0.100
H59 6.66722 3.57795 -6.53291  0.105
H60 6.62540 1.78016 -6.66846  0.108
C35 9.25178 5.14467 1.56061  0.055
N12 9.09908 3.93427 0.70899  -0.399
O23 8.69674 2.90235 1.25890  0.022
O24 9.38742 4.05413 -0.48745  0.095
H61 8.96456 4.89505 2.58422  0.100
H62 10.29987 5.44790 1.51732  0.110
H63 8.59724 5.91833 1.15411  0.107

Results
F_max = 12.7 eV/Å
Frontier orbital gap = 3.6 eV
Multiplicity = 1
Charge = +1